This record from the Open Molecules 2025 dataset describes a molecular structure, C18H41N2O9S3. The level of theory is wB97M-V/def2-TZVPD.

Calculated total energy   -2691.6580 Ha
E_LUMO   0.0640 Eh
Total charge   -1

Positions of all 73 atoms, in Å:
1 C 1.525 1.370 -0.631
2 C 0.489 2.380 -1.129
3 S 0.212 3.773 -0.013
4 C 1.106 5.084 -0.874
5 S 0.426 6.738 -0.695
6 O 1.005 7.463 -1.800
7 O 0.845 7.174 0.618
8 N -1.170 6.712 -0.693
9 S -1.911 6.089 -1.940
10 O -1.063 5.299 -2.818
11 O -2.773 7.038 -2.602
12 C -3.063 4.876 -1.249
13 C -3.891 4.253 -2.178
14 C -4.766 3.277 -1.739
15 C -4.759 2.989 -0.379
16 C -3.916 3.702 0.456
17 N -3.065 4.646 0.051
18 H 1.279 0.373 -1.000
19 H 2.535 1.602 -0.942
20 H 1.495 1.312 0.455
21 H -0.460 1.872 -1.292
22 H 0.778 2.779 -2.099
23 H 2.108 5.163 -0.462
24 H 1.175 4.853 -1.930
25 H -3.828 4.534 -3.217
26 H -5.416 2.757 -2.423
27 H -5.402 2.225 0.035
28 H -3.932 3.496 1.518
29 C 6.283 -1.503 -0.596
30 C 5.165 -0.742 -1.287
31 O 4.409 0.047 -0.375
32 H 5.879 -2.146 0.187
33 H 6.837 -2.117 -1.309
34 H 6.982 -0.811 -0.121
35 H 4.459 -1.433 -1.746
36 H 5.572 -0.098 -2.076
37 H 5.008 0.676 0.038
38 C 4.726 -5.677 2.173
39 C 5.946 -4.783 2.296
40 O 5.578 -3.418 2.431
41 H 4.125 -5.382 1.313
42 H 5.004 -6.727 2.060
43 H 4.100 -5.576 3.057
44 H 6.564 -4.858 1.401
45 H 6.556 -5.084 3.157
46 H 5.047 -3.342 3.234
47 C 5.011 -5.046 6.943
48 C 4.530 -3.776 6.267
49 O 3.948 -4.044 4.990
50 H 5.742 -5.557 6.315
51 H 5.471 -4.826 7.907
52 H 4.180 -5.735 7.109
53 H 5.362 -3.099 6.086
54 H 3.800 -3.261 6.899
55 H 3.198 -4.631 5.123
56 C -7.494 -0.429 -3.781
57 C -6.948 0.979 -3.910
58 O -5.531 0.969 -4.084
59 H -7.021 -0.935 -2.939
60 H -8.574 -0.428 -3.622
61 H -7.281 -1.013 -4.681
62 H -7.145 1.543 -3.000
63 H -7.418 1.506 -4.747
64 H -5.345 0.483 -4.893
65 C -4.108 -3.169 -0.327
66 C -5.160 -2.597 -1.259
67 O -5.750 -1.411 -0.736
68 H -4.545 -3.387 0.648
69 H -3.681 -4.088 -0.733
70 H -3.298 -2.453 -0.174
71 H -5.975 -3.306 -1.398
72 H -4.721 -2.385 -2.241
73 H -5.049 -0.760 -0.623